13 unconnected molecules or ions with the total composition C39H78O13 in a non-equilibrium geometry. Source: the Open Molecules 2025 dataset; level of theory: ωB97M-V/def2-TZVPD.

**Relative energy (zero: lowest compared OMol25 entry of this formula, charge and spin)**: 2.200 eV
**Charge**: 0
**Maximum force**: 3.712 eV Å⁻¹
**LUMO**: -0.07 eV
**Orbital gap**: 8.8 eV
**Molecular weight**: 755.04 g/mol

Each atom is followed by the atoms it is bonded to, with distances in Å.
Element x y z (Å)
1 O -19.4361 -16.1359 10.3520  C22 1.249
2 O -19.5231 -11.3512 13.7563  C33 1.238
3 O -8.6481 -8.6860 10.9567  C29 1.212
4 O -14.8679 -9.8066 15.9757  C34 1.204
5 O -12.0753 -14.9081 8.8028  C51 1.246
6 O -15.0719 -13.8391 13.7176  C43 1.213
7 O -14.7578 -10.2217 10.8527  C28 1.205
8 O -12.2459 -6.6446 16.2439  C21 1.228
9 O -10.5411 -12.9460 13.2199  C42 1.229
10 O -15.4052 -9.9089 5.5901  C41 1.224
11 O -22.6243 -10.1895 10.1401  C50 1.207
12 O -16.0619 -13.6330 7.2518  C19 1.206
13 O -17.8946 -8.3784 10.5584  C30 1.225
14 C -16.4164 -11.0382 12.3741  C28 1.504, H71 1.090, H86 1.090, H125 1.090
15 C -17.2359 -13.8465 14.6682  C43 1.509, H59 1.090, H118 1.090, H126 1.090
16 C -17.4318 -15.6532 11.6092  C22 1.518, H107 1.090, H111 1.090, H112 1.090
17 C -13.8664 -4.9040 15.9555  C21 1.506, H64 1.090, H72 1.090, H99 1.090
18 C -18.2730 -13.6819 6.3749  C19 1.529, H83 1.090, H101 1.090, H108 1.090
19 C -17.2242 -13.3763 7.4450  O12 1.206, C18 1.529, C35 1.545
20 C -10.5001 -9.6528 12.1011  C29 1.538, H92 1.090, H97 1.090, H121 1.090
21 C -13.1690 -6.1838 15.5776  O8 1.228, C17 1.506, C38 1.500
22 C -18.3412 -16.5490 10.7876  O1 1.249, C16 1.518, C36 1.553
23 C -15.2978 -11.1618 17.8175  C34 1.489, H73 1.090, H102 1.090, H129 1.090
24 C -7.9679 -10.3650 12.5170  C29 1.539, H75 1.090, H84 1.090, H100 1.090
25 C -21.8727 -11.0733 14.2595  C33 1.532, H53 1.090, H61 1.090, H70 1.090
26 C -15.9954 -7.0304 11.2099  C30 1.541, H56 1.090, H60 1.090, H65 1.090
27 C -15.0982 -14.3585 16.0196  C43 1.492, H58 1.090, H85 1.090, H96 1.090
28 C -15.0385 -10.5949 11.9639  O7 1.205, C14 1.504, C40 1.548
29 C -9.0077 -9.5272 11.7519  O3 1.212, C20 1.538, C24 1.539
30 C -17.2862 -7.8317 11.4700  O13 1.225, C26 1.541, C49 1.514
31 C -13.2681 -9.5685 17.7346  C34 1.518, H55 1.090, H62 1.090, H117 1.090
32 C -20.0896 -11.6717 16.0211  C33 1.472, H89 1.090, H114 1.090, H122 1.090
33 C -20.4153 -11.3870 14.6142  O2 1.238, C25 1.532, C32 1.472
34 C -14.5286 -10.1148 17.0894  O4 1.204, C23 1.489, C31 1.518
35 C -17.7493 -12.8478 8.7989  C19 1.545, H106 1.090, H115 1.090, H128 1.090
36 C -17.9347 -17.9997 10.4111  C22 1.553, H68 1.090, H69 1.090, H88 1.090
37 C -16.2412 -8.9979 7.6161  C41 1.488, H80 1.090, H90 1.090, H91 1.090
38 C -13.5445 -6.8054 14.2648  C21 1.500, H77 1.090, H119 1.090, H124 1.090
39 C -11.5371 -14.9022 14.3627  C42 1.542, H87 1.090, H98 1.090, H116 1.090
40 C -13.9050 -10.6117 13.0178  C28 1.548, H67 1.090, H123 1.090, H130 1.090
41 C -15.2171 -9.6781 6.7772  O10 1.224, C37 1.488, C52 1.535
42 C -11.1078 -13.4303 14.1975  O9 1.229, C39 1.542, C45 1.534
43 C -15.7326 -13.9662 14.7275  O6 1.213, C15 1.509, C27 1.492
44 C -20.3242 -10.3001 10.8748  C50 1.521, H74 1.090, H110 1.090, H127 1.090
45 C -11.5246 -12.5469 15.3809  C42 1.534, H78 1.090, H81 1.090, H120 1.090
46 C -11.6191 -12.6022 9.0310  C51 1.517, H57 1.090, H63 1.090, H103 1.090
47 C -13.6871 -13.6495 10.1911  C51 1.526, H95 1.090, H104 1.090, H113 1.090
48 C -21.5093 -8.1113 10.4208  C50 1.507, H66 1.090, H79 1.090, H94 1.090
49 C -17.7070 -7.9333 12.9208  C30 1.514, H76 1.090, H105 1.090, H109 1.090
50 C -21.6271 -9.6119 10.4985  O11 1.207, C44 1.521, C48 1.507
51 C -12.4373 -13.8425 9.3379  O5 1.246, C46 1.517, C47 1.526
52 C -14.1010 -10.4345 7.5105  C41 1.535, H54 1.090, H82 1.090, H93 1.090
53 H -22.2412 -10.4828 15.0983  C25 1.090
54 H -14.4388 -10.8424 8.4632  C52 1.090
55 H -12.6809 -10.3453 18.2243  C31 1.090
56 H -15.2391 -7.5801 10.6495  C26 1.090
57 H -11.4228 -11.9921 9.9127  C46 1.090
58 H -14.2784 -13.6956 16.2963  C27 1.090
59 H -17.4607 -13.0849 15.4150  C15 1.090
60 H -15.4855 -6.7497 12.1314  C26 1.090
61 H -22.0053 -10.5628 13.3056  C25 1.090
62 H -13.4909 -8.7066 18.3636  C31 1.090
63 H -10.7009 -12.9158 8.5344  C46 1.090
64 H -13.6587 -4.1593 15.1871  C17 1.090
65 H -16.2598 -6.1283 10.6582  C26 1.090
66 H -22.1764 -7.6803 11.1674  C48 1.090
67 H -13.7966 -9.6249 13.4680  C40 1.090
68 H -16.9737 -18.0213 9.8972  C36 1.090
69 H -17.9160 -18.4798 11.3896  C36 1.090
70 H -22.3879 -12.0332 14.2244  C25 1.090
71 H -17.0504 -10.8436 11.5090  C14 1.090
72 H -13.4751 -4.5555 16.9113  C17 1.090
73 H -14.6574 -11.8751 18.3365  C23 1.090
74 H -19.5696 -10.2586 10.0894  C44 1.090
75 H -7.8521 -10.1728 13.5836  C24 1.090
76 H -18.2598 -7.0296 13.1774  C49 1.090
77 H -13.0125 -7.7525 14.1749  C38 1.090
78 H -12.5395 -12.1636 15.4863  C45 1.090
79 H -21.6481 -7.7974 9.3863  C48 1.090
80 H -17.1480 -9.6025 7.6001  C37 1.090
81 H -11.3889 -13.1125 16.3027  C45 1.090
82 H -13.2894 -9.7163 7.6266  C52 1.090
83 H -19.2549 -13.8825 6.8036  C18 1.090
84 H -8.2185 -11.4164 12.3760  C24 1.090
85 H -15.7750 -14.3571 16.8741  C27 1.090
86 H -16.8242 -10.6338 13.3006  C14 1.090
87 H -10.9647 -15.5551 15.0215  C39 1.090
88 H -18.7021 -18.5106 9.8296  C36 1.090
89 H -20.1899 -10.8147 16.6870  C32 1.090
90 H -16.4649 -8.0546 7.1180  C37 1.090
91 H -15.9056 -8.8411 8.6413  C37 1.090
92 H -10.9323 -10.6493 12.1925  C20 1.090
93 H -13.8265 -11.2803 6.8800  C52 1.090
94 H -20.5049 -7.8408 10.7466  C48 1.090
95 H -14.4561 -13.1071 9.6411  C47 1.090
96 H -14.6879 -15.3645 15.9326  C27 1.090
97 H -10.5193 -9.1785 13.0823  C20 1.090
98 H -12.5834 -15.0659 14.6207  C39 1.090
99 H -14.9393 -5.0944 15.9839  C17 1.090
100 H -6.9805 -10.2740 12.0644  C24 1.090
101 H -18.2589 -12.8822 5.6345  C18 1.090
102 H -15.9561 -11.7268 17.1575  C23 1.090
103 H -12.1918 -11.9229 8.3996  C46 1.090
104 H -13.5341 -13.0397 11.0815  C47 1.090
105 H -18.2400 -8.8786 13.0229  C49 1.090
106 H -17.6662 -11.7699 8.6600  C35 1.090
107 H -17.6414 -14.5836 11.6033  C16 1.090
108 H -17.9765 -14.6472 5.9644  C18 1.090
109 H -16.8009 -7.9813 13.5248  C49 1.090
110 H -19.8805 -9.8889 11.7816  C44 1.090
111 H -16.3684 -15.7250 11.3804  C16 1.090
112 H -17.5434 -16.0104 12.6329  C16 1.090
113 H -14.0924 -14.6284 10.4473  C47 1.090
114 H -20.7433 -12.4252 16.4604  C32 1.090
115 H -18.7845 -13.1098 9.0176  C35 1.090
116 H -11.4678 -15.2927 13.3474  C39 1.090
117 H -12.6220 -9.1266 16.9761  C31 1.090
118 H -17.7326 -14.7936 14.8790  C15 1.090
119 H -13.1631 -6.1913 13.4490  C38 1.090
120 H -10.8834 -11.6699 15.4686  C45 1.090
121 H -11.0184 -9.0800 11.3322  C20 1.090
122 H -19.0369 -11.9491 16.0760  C32 1.090
123 H -12.9176 -10.6876 12.5625  C40 1.090
124 H -14.6031 -7.0548 14.1918  C38 1.090
125 H -16.5157 -12.1235 12.3926  C14 1.090
126 H -17.5969 -13.3512 13.7668  C15 1.090
127 H -20.5662 -11.3359 11.1127  C44 1.090
128 H -17.0768 -13.1130 9.6147  C35 1.090
129 H -15.8970 -10.6567 18.5750  C23 1.090
130 H -14.0752 -11.3546 13.7971  C40 1.090

Mulliken atomic charge list, values in e, 99 entries: -0.590, -0.284, -0.569, -0.341, -0.642, -0.328, -0.418, -0.586, -0.517, -0.627, -0.595, -0.543, -0.406, 0.074, -0.486, -0.230, -1.244, -1.299, 0.765, -0.155, 0.565, 0.622, -1.003, -1.022, -1.078, -0.824, -1.328, 0.285, 0.484, 0.740, -1.286, -0.855, 0.766, 0.911, 0.149, -1.149, -0.330, 0.243, -1.028, 1.641, 0.297, 0.878, 1.159, -0.191, -0.897, -0.420, 0.225, -0.726, 0.068, 0.379, 0.653, -0.639, 0.404, -0.058, 0.367, 0.110, -0.051, 0.101, -0.277, 0.019, 0.070, 0.402, 0.404, 0.344, 0.469, 0.309, -0.475, 0.314, 0.327, 0.348, 0.012, 0.348, 0.384, 0.390, 0.299, 0.539, -0.150, -0.087, 0.326, 0.076, 0.480, 0.474, 0.343, 0.214, 0.381, 0.371, 0.405, 0.323, 0.355, 0.464, -0.137, -0.216, 0.392, 0.006, -0.237, 0.436, 0.337, 0.051, 0.310